Molecular formula: C43H35BN12OPSr
Method: DFT, ωB97M-V/def2-TZVPD

Structure (XYZ):
```
94
Properties=species:S:1:pos:R:3:forces:R:3:mulliken_spin:R:1
Sr 0.79966 1.31240 0.09725 0.0226 -0.0980 0.0965 0.022
P -1.74561 -0.53700 -1.17497 0.0213 -0.0475 0.0856 0.071
O -0.79496 2.94606 1.14499 0.0477 -0.0295 0.0961 0.009
N -0.94548 4.16418 1.46251 -0.0359 -0.0753 -0.0943 -0.003
N 2.21341 -1.44660 0.94844 -0.0543 0.0706 -0.0749 0.003
N 2.39192 1.48338 -2.05797 -0.0897 0.0287 -0.0134 -0.021
N 0.06012 -1.22698 2.30090 -0.0887 0.0889 -0.0922 0.000
N -0.09102 7.48538 1.69062 -0.0070 0.0102 -0.0430 0.000
N 2.13269 -2.58871 4.49607 -0.0157 0.0057 -0.0060 0.000
N 2.27181 1.11848 2.20411 0.0065 0.0056 0.0388 0.001
N -0.73421 -0.43618 1.42556 0.1896 0.0240 0.0204 0.004
N 2.13312 3.82365 0.15795 -0.0158 0.0318 -0.0170 -0.001
N 1.95461 -2.54466 3.15725 0.0446 -0.0370 0.0143 0.000
N 1.53454 -1.30101 -0.21250 -0.0063 0.0596 -0.0119 -0.007
N 2.24780 0.00475 2.97556 -0.0078 -0.0673 -0.0029 -0.001
C -3.74399 -2.54273 -1.55198 0.0046 -0.0064 -0.0084 0.003
C -1.42607 -3.49782 1.54055 0.0005 0.0011 0.0181 0.002
C 2.76644 0.27305 4.18453 0.0315 -0.0106 0.0602 0.000
C -2.56005 -1.77781 -3.49483 0.0072 0.0066 0.0234 0.008
C 4.32936 1.06675 -4.03096 -0.0259 0.0003 -0.0083 0.000
C 2.81984 2.07844 2.94747 0.0003 0.0767 -0.0584 0.000
C 2.05274 1.09867 -3.28841 -0.0107 -0.0046 -0.0045 0.009
C -1.27945 4.68661 -2.06975 0.0472 0.0280 -0.0170 0.075
C -4.31095 -3.40453 -3.72559 0.0007 -0.0039 -0.0053 0.002
C -1.05292 2.34633 -1.88030 -0.0292 0.0721 -0.0964 0.858
C 2.03984 -4.68928 3.68019 -0.0212 0.0125 -0.0066 0.000
C -1.91580 0.06769 2.22684 -0.0266 0.0251 0.0727 0.000
C 2.97557 0.88379 -4.29541 0.0598 0.0046 0.0052 0.010
C -4.52042 3.19216 -1.00167 0.0451 0.0566 -0.0134 -0.004
C 1.24971 4.40750 0.61787 0.0307 -0.0351 0.0043 -0.004
C 3.15516 1.59886 4.21085 -0.0025 -0.0307 0.0130 0.000
C -4.51177 -3.37501 -2.35239 -0.0019 0.0003 0.0097 -0.001
C 3.65471 -1.91907 -0.65749 0.0058 -0.0130 -0.0350 0.000
C -2.76028 -1.73089 -2.11637 0.0100 -0.0249 -0.0395 0.049
C -1.96655 -0.77698 3.50467 0.0344 -0.0068 -0.0314 0.001
C -1.34387 -2.73468 0.45475 -0.0031 0.0251 0.0137 0.007
C -3.16002 3.32526 -1.35933 -0.0330 -0.0154 0.0112 0.022
C -2.90215 -1.80073 2.79493 0.0036 -0.0286 -0.0055 0.001
C -2.57411 4.58275 -1.65760 -0.0193 0.0061 0.0082 -0.038
C 4.67750 1.47072 -2.74618 -0.0181 -0.0135 -0.0144 0.001
C -3.33380 -2.60371 -4.29728 -0.0043 -0.0077 -0.0019 -0.003
C -1.79163 -2.87719 2.83981 0.0122 0.0511 -0.0117 0.001
C -0.02752 6.35699 1.47623 0.0316 -0.0298 0.0706 0.000
C -0.78200 -1.76248 3.33428 -0.0266 -0.0312 -0.0076 0.000
C -1.70383 -1.28368 0.55244 -0.0137 -0.0371 -0.0871 -0.041
C 2.19209 -3.87147 4.81329 0.0206 -0.0070 0.0130 0.000
C -2.91743 0.87849 -1.11720 -0.0565 -0.0062 0.0229 -0.005
C 0.07915 4.96262 1.20449 -0.0332 0.1268 -0.0073 0.000
C -5.06162 1.95839 -0.78384 -0.0438 -0.0501 0.0115 0.005
C -2.85700 -0.92413 1.51540 -0.0029 -0.0134 0.0288 0.006
C -4.26143 0.80043 -0.85156 0.0111 0.0042 -0.0030 0.007
C 2.39869 -1.59070 -1.18111 -0.0069 -0.0283 0.0459 0.004
C 5.37503 0.85203 -5.08548 -0.0007 -0.0012 0.0022 0.000
C 3.48602 -1.80463 0.70626 0.0111 -0.0252 0.0221 0.000
C -0.47945 3.51919 -2.21891 0.0193 -0.0752 0.0277 0.007
C 3.68803 1.67016 -1.80193 0.0382 -0.0090 -0.0205 0.000
C 1.88198 -3.79598 2.64777 -0.0025 -0.0330 0.0043 0.000
C -2.36874 2.14761 -1.43943 0.0349 0.0480 -0.0081 -0.070
B 1.56658 -1.27803 2.36378 -0.0916 0.0476 0.0241 -0.001
H -0.84929 5.65520 -2.29095 0.0054 -0.0042 -0.0032 0.003
H -2.15402 -0.30657 4.46472 0.0042 -0.0017 0.0026 0.000
H 5.81795 1.80486 -5.38013 -0.0006 0.0011 -0.0009 0.000
H -1.01783 -3.13936 -0.49573 0.0068 -0.0183 0.0058 -0.007
H 3.93729 1.99405 -0.79823 0.0038 0.0076 0.0096 0.000
H 0.54398 3.58981 -2.56892 -0.0068 0.0204 0.0079 0.012
H -5.13033 4.08430 -0.92743 -0.0002 -0.0008 -0.0003 0.003
H 2.07957 -1.54679 -2.21094 0.0093 -0.0015 -0.0081 0.002
H -2.02113 1.14884 2.24664 0.0066 -0.0037 -0.0168 0.000
H -3.18263 5.47272 -1.55575 -0.0064 -0.0048 -0.0001 0.000
H -1.16617 -4.54923 1.49744 0.0038 0.0014 -0.0181 0.000
H 3.61337 2.13264 5.02455 0.0019 -0.0041 0.0034 0.000
H 2.05283 -5.76394 3.62455 0.0006 0.0000 -0.0026 0.000
H -3.89154 -2.07584 3.15153 -0.0051 0.0101 0.0002 -0.001
H 4.54569 -2.20662 -1.18824 -0.0007 -0.0010 0.0006 0.000
H 2.81869 -0.49848 4.93113 -0.0054 -0.0091 -0.0064 0.000
H -1.78911 -1.15937 -3.94080 -0.0037 -0.0020 -0.0045 0.004
H -3.90390 -2.54168 -0.48118 0.0033 -0.0010 0.0046 0.000
H 5.71427 1.62893 -2.47836 0.0006 0.0001 0.0050 0.000
H 0.99223 0.94838 -3.46742 0.0009 0.0003 0.0042 0.001
H -0.20919 -2.02712 4.21745 -0.0091 -0.0007 0.0128 0.000
H 2.95622 3.06610 2.53693 -0.0139 -0.0096 -0.0088 0.000
H -3.16807 -2.62731 -5.36658 0.0010 0.0016 -0.0005 0.000
H 4.17385 -1.97482 1.51870 -0.0073 0.0025 0.0051 0.000
H 2.34980 -4.16132 5.84047 -0.0002 0.0033 0.0004 0.000
H -6.11362 1.86201 -0.54830 0.0029 -0.0055 -0.0025 0.000
H -4.91209 -4.05588 -4.34666 0.0019 0.0023 -0.0035 0.000
H 2.64152 0.57100 -5.27627 -0.0033 0.0013 0.0006 0.001
H 6.17994 0.22057 -4.70881 0.0013 0.0011 -0.0015 0.000
H 4.95426 0.38443 -5.97386 -0.0001 0.0000 0.0006 0.000
H -4.73121 -0.16276 -0.70004 0.0083 -0.0045 0.0012 -0.002
H 1.71968 -3.95723 1.59464 0.0044 0.0147 -0.0018 0.000
H -5.26842 -4.00460 -1.90185 0.0008 0.0020 0.0036 0.000
H -3.81618 -0.63493 1.10527 -0.0017 -0.0072 -0.0053 -0.002
H -1.97045 -3.61010 3.62524 -0.0004 -0.0054 -0.0009 0.000
```
Forces are in eV/Å.

As for the HOMO energy (alpha / beta): -7.94 / -7.94 eV. The value obtained for the energy is -2788.8185 hartree. As for the spin multiplicity: 2. Its gap between HOMO and LUMO (alpha / beta) is 7.9 / 6.7 eV.

Molecular formula: C5H12N4O
Method: DFT, ωB97M-V/def2-TZVPD

Structure (XYZ):
```
22
Properties=species:S:1:pos:R:3:forces:R:3:lowdin_charge:R:1
O -4.62029 -1.01927 0.76384 -0.4927 0.4870 0.0304 -0.030
N -2.48972 -0.39187 -0.06454 -0.0019 -3.2251 -0.2062 0.080
N -3.32081 1.68851 -0.11877 -0.4877 0.0600 0.0922 0.180
N -1.01022 1.38226 0.15986 -0.4526 0.3442 0.3115 0.094
N 0.92904 -0.19615 -0.06500 -1.2113 1.0322 0.4132 0.120
C -2.23855 0.91107 0.05451 2.6618 -0.6220 -0.5707 -0.480
C 0.03080 0.54006 0.09148 -0.0064 -0.7541 -0.4893 -0.367
C 5.46068 0.33228 0.27227 -2.1753 0.3086 -2.1179 -0.164
C 4.30643 -0.70159 -0.07667 0.7937 0.2433 2.8903 -0.170
C -3.83462 -0.85794 -0.38383 1.9114 -2.9337 -1.2484 -0.291
H -3.25339 2.57039 0.29713 0.3282 1.6195 0.3801 0.098
H -3.63721 -1.88991 -0.86941 -0.4844 1.4297 0.6424 0.151
H -4.18816 1.24740 0.12143 -0.2226 0.0041 0.1553 0.086
H -5.53000 -1.14865 0.45594 0.1741 -0.0428 0.2928 0.103
H 5.06835 1.33912 0.03658 0.4184 -0.2827 0.2607 0.063
H -4.30520 -0.25596 -1.15832 -0.0101 0.2806 0.0966 0.121
H 3.78921 -0.53142 -1.02701 0.3397 0.0863 0.3432 0.049
H 3.58188 -0.64553 0.78982 0.3750 -0.2464 -1.3013 0.051
H 5.94563 0.35345 1.21411 -0.2682 -0.4301 1.3068 0.039
H -1.70572 -1.14438 -0.06291 -1.7666 2.3334 0.0895 0.190
H 6.23564 0.11329 -0.40870 1.1227 0.1093 -1.0310 0.027
H 4.78622 -1.69517 -0.02180 -0.5453 0.1987 -0.3401 0.051
```
Forces are in eV/Å.

As for the HOMO energy: -9.24 eV. The value obtained for the energy is -491.9436 hartree. Its gap between HOMO and LUMO is 9.4 eV. Its SMILES is N#C/N=C(/N)NCO.CC.

Molecular formula: C31H23FN5SeV
Method: DFT, ωB97M-V/def2-TZVPD

Structure (XYZ):
```
62
Properties=species:S:1:pos:R:3:forces:R:3:mulliken_spin:R:1
Se 0.54190 -1.45904 2.05104 0.3485 -0.1242 0.4149 -0.024
V -0.06534 -0.47779 -0.13291 -0.4246 -1.3196 -0.0592 2.105
F 1.87960 -6.28809 -2.57460 0.0122 0.0029 0.0089 -0.001
N 1.91172 -0.71454 -0.68471 1.0545 -0.0667 -0.2835 -0.089
N 2.38087 1.65023 -0.96475 0.4658 -0.4973 0.0102 -0.011
N -2.07176 -0.19647 0.44124 -1.0430 0.0748 0.0953 -0.078
N -2.30869 1.97858 -0.56167 -0.5783 -0.3729 0.2218 -0.015
N 0.01949 1.35200 -0.54992 0.1810 1.6691 -0.3129 -0.049
C 0.31898 -0.51273 4.73453 -0.0498 0.0716 0.0200 -0.003
C 4.12386 0.07302 -1.14331 0.0956 0.1356 -0.0120 -0.010
C -0.43887 -3.84395 -1.26441 -0.0302 -0.0834 0.0021 -0.005
C -0.95992 1.87704 4.15042 0.0075 -0.0474 -0.1096 0.002
C 0.82640 3.49925 -1.00439 0.1894 -0.2661 0.0684 0.010
C 2.76413 0.30575 -0.91469 -0.3077 0.2148 -0.0163 0.045
C 3.74484 -2.25997 -0.90885 0.0877 -0.0260 0.0082 -0.020
C 1.18960 2.07080 -0.81975 -0.5422 0.0678 -0.0659 0.047
C 1.61387 4.60879 -1.23831 0.1151 0.1021 -0.0272 0.002
C -1.06758 2.23123 -0.65008 0.6683 -0.0273 -0.0321 0.056
C 0.74245 -2.89650 -3.10559 0.0626 -0.0150 -0.1125 -0.020
C 1.44879 -4.08204 -3.27416 -0.0008 0.1724 -0.1134 0.005
C 0.96619 5.82842 -1.39786 0.0207 -0.0316 -0.0042 -0.001
C -0.63459 0.99265 3.12756 0.0560 -0.0173 0.1805 0.028
C -0.00849 0.37468 5.75286 0.0319 -0.0698 -0.0539 -0.001
C -0.21221 -2.74394 -2.09868 -0.1069 0.2187 0.0348 -0.005
C -2.82766 0.74841 -0.14904 0.3409 0.2795 -0.0127 0.037
C 2.42821 -1.96881 -0.67197 -0.3086 0.2065 0.1135 0.030
C -1.20566 4.79357 -1.09486 -0.0903 0.0988 -0.0064 0.000
C -2.71957 -1.24517 0.99960 0.1856 0.1666 -0.1530 0.032
C -4.07292 -1.45297 0.89553 -0.0125 -0.0434 0.0769 -0.007
C -0.64795 1.57397 5.46638 0.0316 -0.0603 0.0301 0.002
C -0.54682 3.59090 -0.92750 -0.1936 -0.2176 0.0117 -0.001
C 0.25920 -5.03658 -1.41118 -0.1135 0.0623 0.1167 0.007
C -0.42566 5.91913 -1.33328 -0.0183 -0.0423 0.0053 0.001
C -4.82933 -0.53069 0.18400 -0.0752 0.0582 -0.0486 0.012
C 0.01192 -0.21183 3.40818 -0.2803 0.0831 -0.0053 -0.004
C -0.90251 -1.44262 -1.83074 0.2868 -0.4428 0.1196 -0.061
C 1.19511 -5.13137 -2.41844 0.0459 -0.0492 -0.0066 -0.011
C -4.20290 0.58573 -0.31486 -0.1932 0.1082 -0.0670 -0.011
C 4.62010 -1.20706 -1.14884 0.0630 0.0162 -0.0210 0.017
H -2.08894 -1.93991 1.53085 0.1187 -0.0986 0.0295 -0.006
H -1.45904 2.80981 3.91210 0.0221 -0.0420 -0.0140 0.000
H -0.88431 1.24499 2.10873 0.0047 0.0578 -0.0604 -0.016
H 0.08953 -5.88078 -0.75405 -0.0171 0.0407 -0.0346 0.000
H -1.96717 -1.61421 -1.67393 -0.0989 0.0454 -0.0045 -0.005
H 4.07141 -3.28995 -0.89745 0.0070 0.0160 0.0208 -0.001
H -1.17184 -3.75643 -0.47030 -0.0165 -0.0219 0.0305 -0.001
H 0.82072 -1.44495 4.96162 -0.0008 0.0117 0.0327 0.000
H -4.52041 -2.32058 1.36092 0.0297 0.0207 -0.0279 0.000
H 2.69250 4.52075 -1.29205 -0.0713 0.0097 -0.0022 0.000
H 1.73576 -2.77136 -0.44536 0.0106 0.0952 -0.0263 0.009
H -5.89277 -0.67461 0.04386 0.0002 0.0227 0.0164 0.001
H 1.54845 6.72411 -1.57746 -0.0265 -0.0317 -0.0009 0.000
H 0.94632 -2.06186 -3.76792 0.0004 -0.0283 0.0081 0.000
H -2.28680 4.84664 -1.03930 0.0807 -0.0058 -0.0056 0.000
H -4.73876 1.36980 -0.83226 0.0075 -0.0332 0.0415 0.000
H 2.18868 -4.19644 -4.05872 -0.0617 0.0202 0.0603 0.000
H -0.89769 2.26503 6.26118 0.0004 -0.0131 -0.0020 0.000
H 5.67213 -1.39080 -1.33016 -0.0379 0.0228 0.0057 0.001
H 4.74684 0.94013 -1.30844 0.0136 -0.0386 -0.0224 0.000
H 0.24011 0.12514 6.77796 -0.0022 0.0002 -0.0370 0.000
H -0.90213 6.88175 -1.47307 0.0214 -0.0277 0.0205 0.000
H -0.78136 -0.73826 -2.65876 0.0341 -0.0114 -0.0439 0.005
```
Forces are in eV/Å.

As for the HOMO energy (alpha / beta): -7.19 / -7.39 eV. The value obtained for the energy is -4914.2870 hartree. As for the spin multiplicity: 3. Its gap between HOMO and LUMO (alpha / beta) is 6.4 / 6.5 eV.

Molecular formula: C11H35BClO11PS6
Method: DFT, ωB97M-V/def2-TZVPD

Structure (XYZ):
```
66
Properties=species:S:1:pos:R:3:forces:R:3:lowdin_charge:R:1
Cl 2.20924 -1.62465 -1.82111 -0.8363 -0.2863 -0.2832 0.264
S -0.60161 2.82121 -3.35568 0.0669 0.0805 -0.0089 0.796
S 4.20973 0.54686 0.79334 -0.1064 -0.0763 -0.0646 0.795
S -2.11249 6.65500 0.16705 0.0260 -0.0624 0.0287 0.837
S 2.04430 -5.54306 2.66527 0.0839 -0.0889 -0.1030 0.798
S -0.42288 -1.65112 1.78610 0.0268 -0.0848 0.1139 0.800
S -0.96713 -3.45871 -2.89598 0.5922 -0.0604 0.8069 0.960
P 0.60802 -1.02774 -3.07451 0.0181 1.1170 -0.8300 0.639
O -5.31472 -1.15149 -1.26239 1.1197 -0.8034 -0.9811 0.144
O -0.56952 -0.50299 -2.00720 1.1728 -1.0727 -0.9634 -0.350
O 0.07334 -2.47763 -3.81481 -1.0374 0.3344 2.4537 -0.621
O -0.28619 -0.16085 1.80874 -0.1788 -0.1033 -0.0183 -0.560
O 0.64477 2.15715 -2.87501 -0.0023 0.1480 -0.0724 -0.590
O 0.74938 -5.86202 3.33756 0.1228 0.0351 -0.1098 -0.556
O -0.53452 -3.40044 -1.47793 -0.5862 0.0445 -2.0299 -0.479
O -2.35558 -2.56517 -3.04496 1.2957 -0.5848 0.3814 -0.357
O 4.40243 -0.84946 1.28854 -0.0943 0.1496 0.0540 -0.572
O -1.59868 5.71660 -0.87477 -0.1954 0.2532 0.4273 -0.569
O -3.94514 -0.31076 -3.11515 -1.1960 -0.6822 1.4291 0.147
C -2.68851 5.64961 1.54575 0.0290 -0.0668 0.0505 -0.267
C -0.67800 7.33830 1.01590 0.0533 -0.0355 0.0349 -0.267
C 4.41672 1.64446 2.20847 -0.0004 0.0067 0.0880 -0.275
C -0.57298 2.75712 -5.15727 0.0344 -0.0218 -0.0527 -0.266
C 0.61899 -2.30813 3.09300 0.0779 0.0376 0.0361 -0.255
C -3.00415 -2.30680 -1.79682 -1.2875 0.7418 0.3768 -0.156
C -0.35016 4.59561 -3.21412 0.2856 -0.0264 -0.0541 -0.277
C 1.89718 -6.06029 0.94621 -0.0393 -0.0487 -0.0215 -0.251
C 3.23004 -6.80957 3.14814 -0.0188 -0.1014 0.0317 -0.266
C 2.43934 0.80257 0.61788 0.0377 0.1666 0.2042 -0.287
C -1.99853 -2.04959 2.56367 -0.0096 -0.0160 0.0563 -0.251
B -4.16117 -1.21739 -2.06120 0.0409 0.2107 -0.7548 -0.509
H 4.16161 2.66299 1.91539 0.0046 -0.0146 -0.0400 0.049
H -0.29572 4.84850 -2.15714 -0.0704 -0.1389 -0.1797 0.009
H 1.93210 0.52758 1.54082 0.0488 0.0151 0.0278 0.029
H -1.01118 7.93449 1.86536 -0.0331 0.0080 -0.0234 0.053
H 0.44900 -3.38114 3.17937 -0.0732 -0.0285 0.0176 0.011
H 2.08098 0.17072 -0.18748 0.1228 0.1123 0.0435 -0.049
H 0.39623 -1.80994 4.03730 -0.0934 0.0552 -0.0591 0.066
H -1.90783 4.95028 1.84581 0.0343 0.0250 -0.0658 0.060
H -0.14115 7.97315 0.31398 -0.0584 -0.0129 -0.0449 0.050
H 3.77741 1.31448 3.02784 -0.0226 -0.0553 -0.0513 0.055
H 5.45938 1.60484 2.51832 0.0055 -0.0394 -0.0541 0.045
H 0.37344 3.15379 -5.52500 0.0231 -0.0015 0.0769 0.057
H -3.18253 0.21281 -2.89346 0.9748 0.3267 -0.3955 0.078
H -2.08154 -3.13097 2.67434 0.0411 -0.0029 -0.0321 0.061
H 2.24105 1.84721 0.37499 0.0414 -0.0078 -0.0484 0.063
H 0.58193 4.87674 -3.70790 -0.0072 -0.1590 -0.0850 0.061
H -3.38041 -3.21912 -1.32664 0.0306 -0.0391 -0.1684 0.120
H 2.86291 -5.95099 0.45278 0.0026 0.0538 0.0291 0.058
H 3.43406 -6.69407 4.21082 -0.0455 0.0646 -0.0101 0.050
H -2.79687 -1.68650 1.91843 0.0533 0.0101 -0.0427 0.041
H -2.06338 -1.56256 3.53685 0.0664 0.0336 -0.0212 0.059
H 4.15320 -6.67561 2.58452 -0.0235 0.0568 -0.0112 0.055
H -2.33508 -1.83560 -1.06367 0.1045 -0.1616 -0.1804 0.089
H -1.19136 5.12095 -3.66494 -0.0562 -0.0391 0.0653 0.057
H -0.29685 -0.64095 -1.09347 -0.0516 -0.0637 0.4434 0.017
H -0.02777 6.53006 1.35102 -0.0474 -0.0436 -0.0405 0.059
H 2.81088 -7.79868 2.96265 -0.0608 0.0360 -0.0194 0.057
H -5.16152 -0.49902 -0.59252 -0.3565 0.7572 0.6219 0.089
H -3.56551 5.09615 1.21617 0.0108 0.0447 -0.0692 0.050
H -2.96024 6.29742 2.37921 -0.0035 0.0347 -0.0326 0.053
H 1.56196 -7.09676 0.90089 -0.0138 0.0070 0.0792 0.059
H 1.65910 -2.12551 2.82277 -0.0383 0.0277 -0.1107 0.051
H 1.16587 -5.41593 0.46005 0.0174 0.0525 0.0503 0.044
H -0.67672 1.71700 -5.46198 -0.0020 -0.0081 0.0641 0.044
H -1.40696 3.33757 -5.55221 -0.0194 -0.0082 0.0406 0.052
```
Forces are in eV/Å.

As for the HOMO energy: -8.47 eV. The value obtained for the energy is -4483.2374 hartree. Its gap between HOMO and LUMO is 8.7 eV.

Q: What is the energy in the third record?
A: -4914.2870 hartree